Formula: C27H23NO5S2
Source: the Open Molecules 2025 dataset
Level of theory: the ωB97M-V functional and the def2-TZVPD basis

Its frontier orbital gap is 7.214 eV. For the relative energy (zero: lowest compared OMol25 entry of this formula, charge and spin), the calculation gives 0.0 kcal/mol. For the strongest force on any atom, the calculation gives 1.06 eV/Å.

XYZ file:
```
58
C27H23NO5S2 the ωB97M-V functional and the def2-TZVPD basis
O -4.01 -2.20 -0.90
C -4.41 -2.52 0.19
O -3.90 -3.53 0.89
C -5.51 -1.81 0.95
C -4.88 -0.63 1.71
N -4.21 0.26 0.80
C -2.90 0.00 0.43
O -2.23 -0.83 1.00
C -2.48 0.93 -0.62
C -1.30 1.00 -1.28
C -0.24 0.02 -1.27
C -0.48 -1.35 -1.20
C 0.58 -2.22 -1.23
C 1.91 -1.79 -1.32
O 2.82 -2.79 -1.34
C 4.20 -2.55 -1.13
C 4.53 -1.92 0.20
C 5.70 -1.19 0.35
C 6.02 -0.62 1.57
C 5.17 -0.78 2.65
C 4.00 -1.50 2.51
C 3.68 -2.08 1.29
C 2.16 -0.40 -1.45
O 3.45 0.01 -1.60
C 3.73 1.38 -1.77
C 3.42 2.25 -0.58
C 3.33 1.71 0.70
C 3.06 2.53 1.78
C 2.88 3.89 1.60
C 2.97 4.43 0.33
C 3.24 3.62 -0.76
C 1.08 0.47 -1.43
S -3.76 2.10 -0.93
C -4.86 1.28 0.17
S -6.41 1.70 0.42
H -3.14 -3.92 0.43
H -5.97 -2.49 1.66
H -6.25 -1.43 0.25
H -5.66 -0.07 2.24
H -4.13 -0.99 2.42
H -1.13 1.88 -1.88
H -1.49 -1.72 -1.15
H 0.42 -3.29 -1.18
H 4.64 -3.56 -1.17
H 4.62 -1.96 -1.95
H 6.36 -1.06 -0.50
H 6.93 -0.05 1.67
H 5.42 -0.33 3.60
H 3.33 -1.63 3.35
H 2.77 -2.65 1.18
H 3.22 1.76 -2.67
H 4.81 1.40 -1.96
H 3.47 0.65 0.84
H 2.99 2.10 2.77
H 2.67 4.53 2.45
H 2.83 5.49 0.18
H 3.30 4.04 -1.75
H 1.25 1.53 -1.51
```

Formula: C27H24BaN10O3S
Source: the Open Molecules 2025 dataset
Level of theory: the ωB97M-V functional and the def2-TZVPD basis

Its frontier orbital gap is 6.733 eV. For the relative energy (zero: lowest compared OMol25 entry of this formula, charge and spin), the calculation gives 16.1 kcal/mol. For the strongest force on any atom, the calculation gives 2.57 eV/Å.

XYZ file:
```
66
C27H24BaN10O3S the ωB97M-V functional and the def2-TZVPD basis
Ba 0.64 0.01 -0.43
O 3.22 -1.86 -3.76
C 2.49 -1.22 -3.00
N 2.21 -1.41 -1.70
C 2.75 -2.52 -0.98
C 3.83 -3.30 -1.43
C 4.29 -4.38 -0.70
C 3.69 -4.74 0.50
C 2.63 -3.98 0.97
C 2.16 -2.87 0.27
N 0.99 -2.16 0.72
C 0.73 -2.05 2.01
O 1.43 -2.34 3.02
C -0.61 -1.38 2.36
C -1.23 -1.70 3.57
C -2.38 -1.02 3.93
C -2.87 -0.03 3.09
C -2.20 0.23 1.91
N -1.09 -0.44 1.54
C 1.79 -0.01 -3.67
C 2.21 0.34 -4.96
C 1.58 1.38 -5.61
C 0.55 2.05 -4.99
C 0.19 1.65 -3.72
N 0.80 0.65 -3.06
H 4.29 -3.04 -2.37
H 5.13 -4.96 -1.08
H 4.03 -5.59 1.06
H 2.15 -4.24 1.90
H -0.78 -2.45 4.20
H -2.88 -1.25 4.86
H -3.76 0.53 3.34
H -2.52 1.01 1.23
H 3.01 -0.24 -5.40
H 1.90 1.66 -6.61
H 0.02 2.87 -5.47
H -0.62 2.15 -3.19
C 1.76 -0.28 5.53
C 1.07 0.79 4.78
N 0.12 1.56 5.22
N -0.18 2.37 4.15
C 0.54 2.12 3.05
S 0.48 2.89 1.56
N 1.34 1.10 3.46
N 2.23 0.44 2.60
H 1.33 -0.33 6.53
H 2.82 -0.07 5.61
H 1.64 -1.24 5.01
H -0.88 3.08 4.23
H 3.16 0.82 2.73
H 2.21 -0.56 2.82
N -5.25 0.18 -3.34
C -5.18 1.53 -3.21
O -6.03 2.28 -3.66
C -3.98 2.09 -2.49
C -3.69 3.43 -2.65
C -2.60 3.96 -1.99
C -1.84 3.13 -1.19
N -2.11 1.83 -1.00
C -3.18 1.34 -1.65
H -6.04 -0.19 -3.85
H -4.50 -0.43 -3.11
H -4.33 4.03 -3.29
H -2.33 5.01 -2.09
H -0.98 3.51 -0.65
H -3.39 0.29 -1.45
```

Formula: C27H24CoN5O7
Source: the Open Molecules 2025 dataset
Level of theory: the ωB97M-V functional and the def2-TZVPD basis

Its multiplicity is 2. As for the total charge: -1. Its frontier orbital gap (spin up / spin down) is 6.583 / 6.539 eV. For the relative energy (zero: lowest compared OMol25 entry of this formula, charge and spin), the calculation gives 15.9 kcal/mol. For the strongest force on any atom, the calculation gives 0.58 eV/Å.

XYZ file:
```
64
C27H24CoN5O7 the ωB97M-V functional and the def2-TZVPD basis
Co 0.22 -0.01 -0.46
O -4.09 -0.77 -1.25
C -4.46 -0.50 0.00
C -5.84 -0.47 0.25
C -6.33 -0.24 1.51
C -5.46 -0.03 2.58
C -4.10 -0.05 2.34
C -3.58 -0.27 1.07
C -2.10 -0.23 0.85
O -1.70 0.01 -0.35
N -1.33 -0.43 1.89
N 0.00 -0.36 1.46
C 0.92 -0.70 2.26
C 2.34 -0.70 1.90
C 3.24 -1.06 2.91
C 4.60 -1.11 2.72
C 5.09 -0.77 1.45
C 4.24 -0.41 0.43
C 2.83 -0.36 0.61
O 2.11 -0.01 -0.41
H -3.11 -0.88 -1.29
H -6.50 -0.66 -0.59
H -7.40 -0.23 1.68
H -5.84 0.15 3.58
H -3.39 0.11 3.14
H 0.65 -1.03 3.26
H 2.83 -1.33 3.88
H 5.27 -1.40 3.51
H 6.16 -0.81 1.26
H 4.61 -0.17 -0.55
N 0.21 1.97 -0.66
C 0.20 3.07 -0.34
N 0.17 4.34 0.02
C -1.10 4.94 0.42
C -0.86 5.93 1.55
C 0.21 6.94 1.16
C 1.51 6.23 0.75
C 1.24 5.25 -0.37
H -1.78 4.14 0.71
H -1.54 5.46 -0.44
H -0.54 5.37 2.44
H -1.80 6.43 1.80
H 0.40 7.63 1.99
H -0.15 7.54 0.32
H 1.91 5.69 1.61
H 2.26 6.95 0.44
H 2.12 4.65 -0.61
H 0.94 5.79 -1.28
O -1.73 -2.45 -2.01
C -0.70 -2.70 -1.38
O 0.25 -1.92 -1.08
C -0.52 -4.14 -0.88
C -1.46 -5.10 -1.20
C -1.33 -6.41 -0.74
C -0.25 -6.76 0.05
C 0.68 -5.78 0.35
C 0.57 -4.48 -0.09
N 1.84 -6.16 1.20
O 1.92 -7.32 1.57
O 2.63 -5.29 1.50
H -2.31 -4.80 -1.80
H -2.07 -7.16 -0.99
H -0.11 -7.77 0.42
H 1.31 -3.73 0.16
```

Formula: C27H25AuCl2N5S3
Source: the Open Molecules 2025 dataset
Level of theory: the ωB97M-V functional and the def2-TZVPD basis

As for the total charge: -1. Its frontier orbital gap (spin up / spin down) is 4.085 / 3.855 eV. For the relative energy (zero: lowest compared OMol25 entry of this formula, charge and spin), the calculation gives 35.2 kcal/mol. For the strongest force on any atom, the calculation gives 0.69 eV/Å.

XYZ file:
```
63
C27H25AuCl2N5S3 the ωB97M-V functional and the def2-TZVPD basis
Au -0.91 0.36 0.20
S 5.79 0.44 -0.36
C 4.00 0.45 -0.23
C 3.39 0.06 0.95
C 2.00 0.02 0.99
N 1.25 0.36 -0.05
C 1.84 0.78 -1.16
C 3.22 0.83 -1.30
C 5.96 -1.11 -1.22
C 5.95 -2.31 -0.52
C 6.07 -3.50 -1.23
N 6.18 -3.56 -2.56
C 6.19 -2.40 -3.22
C 6.08 -1.16 -2.60
H 3.97 -0.22 1.82
H 1.47 -0.28 1.89
H 1.16 1.10 -1.95
H 3.66 1.18 -2.22
H 5.87 -2.32 0.56
H 6.08 -4.45 -0.71
H 6.28 -2.47 -4.30
H 6.10 -0.25 -3.18
Cl -0.59 2.25 2.65
C -1.56 3.35 1.68
C -2.20 4.37 2.37
C -2.87 5.37 1.69
C -2.85 5.34 0.30
C -2.23 4.31 -0.38
Cl -2.26 4.35 -2.13
C -1.59 3.19 0.25
N -1.06 2.24 -0.52
H -2.14 4.38 3.45
H -3.38 6.16 2.22
H -3.33 6.12 -0.28
S -0.78 -2.29 -0.27
C 0.52 -2.95 0.48
N 1.67 -3.35 -0.13
C 2.43 -4.36 0.59
C 2.29 -3.98 2.06
S 0.64 -3.23 2.20
H 1.61 -3.40 -1.14
H 3.47 -4.34 0.27
H 2.03 -5.36 0.41
H 3.05 -3.26 2.37
H 2.33 -4.86 2.71
C -4.72 0.75 2.63
C -5.00 0.60 1.16
C -6.30 0.66 0.68
C -6.58 0.57 -0.68
C -5.51 0.40 -1.56
C -4.19 0.31 -1.13
C -3.11 0.09 -2.15
C -3.89 0.41 0.27
N -2.70 0.30 0.89
H -5.65 0.75 3.20
H -4.19 1.69 2.82
H -4.06 -0.04 2.99
H -7.11 0.81 1.39
H -7.60 0.63 -1.05
H -5.71 0.33 -2.62
H -3.56 -0.04 -3.14
H -2.52 -0.81 -1.92
H -2.41 0.93 -2.18
```